Entry 1:
ORCA calculation (wB97M-V/def2-TZVPD) on a gas-phase ion, C6H9O2 (charge +1).

Each line ends with the Löwdin charge.
Atoms and positions in Å:
C1 -1.3986 1.2804 -0.1825  0.08
C2 -1.9445 -0.0669 0.1186  -0.31
C3 -1.1390 -1.2508 -0.3294  -0.07
C4 0.3090 -1.0617 0.0698  -0.15
C5 0.9042 0.2348 -0.3101  -0.17
C6 1.9598 0.7848 0.5900  -0.01
O1 -3.0990 -0.0686 0.5111  0.19
O2 -0.2043 1.4840 -0.4188  0.13
H1 -1.9490 2.2447 -0.1191  0.19
H2 -1.6254 -2.2019 -0.1203  0.15
H3 -1.2440 -1.2671 -1.4763  0.18
H4 0.3451 -1.3743 1.1387  0.16
H5 0.9536 -1.7698 -0.3695  0.13
H6 1.4164 0.2218 -1.3671  0.20
H7 2.8440 0.4504 0.1079  0.10
H8 1.9148 0.4998 1.6246  0.10
H9 1.9568 1.8603 0.5325  0.10

The LUMO energy comes out at -0.237 Eh. The HOMO energy comes out at -0.5636 Ha. As for the calculated total energy: -10453.35924 eV. Its gap between HOMO and LUMO is 0.327 Eh. The largest force on an atom is 2.9 eV Å⁻¹. As for the net charge: +1. The value obtained for the energy relative to the best compared isomer or geometry (same formula, charge and spin) is 130.4 kJ/mol.

=====

Entry 2:
ORCA calculation (wB97M-V/def2-TZVPD) on a molecular structure, C6H9O4V.

Each line ends with the Mulliken spin population.
Atoms and positions in Å:
O1 1.9039 -0.2710 -0.2020  0.01
V1 0.9459 1.2672 0.5311  1.97
O2 2.8052 1.6720 0.0322  -0.03
C1 3.0843 0.4802 -0.3266  0.01
O3 4.1054 -0.0242 -0.7268  0.00
C2 1.8654 -1.6644 -0.5464  -0.01
C3 0.4252 -2.1154 -0.5116  0.02
H1 2.3018 -1.7777 -1.5470  0.00
H2 2.4865 -2.2143 0.1731  0.00
H3 -0.2075 -1.4696 -1.1362  0.00
H4 0.3604 -3.1453 -0.8847  0.00
H5 0.0303 -2.1012 0.5133  0.00
C4 -2.9929 1.2478 0.6756  0.67
C5 -2.7880 2.5406 0.3371  0.18
H6 -3.6387 0.9810 1.5164  0.03
H7 -2.5291 2.9726 1.3422  0.11
H8 -3.5242 3.0480 -0.2863  0.05
O4 -0.8327 0.4906 1.0690  0.00
C6 -1.8991 0.2883 0.4832  -0.02
H9 -1.9020 -0.2052 -0.5057  0.03

The LUMO energy (alpha / beta) comes out at -0.268 / -0.243 Eh. The HOMO energy (alpha / beta) comes out at -0.4339 / -0.4154 Ha. The spin multiplicity is 4. As for the calculated total energy: -40231.11366 eV. Its gap between HOMO and LUMO (alpha / beta) is 0.166 / 0.173 Eh. The largest force on an atom is 4.8 eV Å⁻¹. The expectation value of S² is 3.88. As for the net charge: +1. The value obtained for the energy relative to the best compared isomer or geometry (same formula, charge and spin) is 545.2 kJ/mol.

=====

Entry 3:
ORCA calculation (wB97M-V/def2-TZVPD) on 2 unconnected molecules or ions with the total composition C6H9OP.

Each line ends with the Löwdin charge.
Atoms and positions in Å:
C1 -0.6440 2.5374 0.1904  -0.08
C2 0.1357 -0.8166 -2.4152  -0.06
C3 1.2279 -1.9741 2.5500  0.00
C4 -0.7664 1.2620 0.5189  -0.35
C5 -0.6351 0.1528 -1.9501  -0.35
C6 1.9745 -1.0832 2.2756  0.01
O1 -1.1927 -1.3490 0.2301  -0.36
P1 -1.7108 0.0331 -0.4667  0.85
H1 -0.1191 3.2482 0.8109  0.05
H2 -1.0704 2.9266 -0.7180  0.04
H3 0.7235 -0.7029 -3.3105  0.05
H4 0.2102 -1.7713 -1.9180  0.04
H5 0.5738 -2.7593 2.7845  0.02
H6 -0.2453 -1.3965 0.3974  0.01
H7 -0.3593 0.8835 1.4529  0.05
H8 -0.7213 1.0968 -2.4735  0.05
H9 2.6185 -0.2874 2.0413  0.02

The LUMO energy comes out at 0.036 Eh. The HOMO energy comes out at -0.3209 Ha. As for the calculated total energy: -17700.76935 eV. Its gap between HOMO and LUMO is 0.357 Eh. The largest force on an atom is 0.7 eV Å⁻¹. As for the SMILES: C=CP(O)C=C.C#C. The value obtained for the energy relative to the best compared isomer or geometry (same formula, charge and spin) is 147.6 kJ/mol.

=====

Entry 4:
ORCA calculation (wB97M-V/def2-TZVPD) on a single C6H9P molecule.

Each line ends with the Löwdin charge.
Atoms and positions in Å:
C1 -1.1839 -1.6019 -0.0869  -0.19
C2 -1.4302 -1.3812 -1.4964  -0.44
C3 -0.3491 -0.8169 0.6597  -0.17
C4 0.6613 0.4281 -1.6425  -0.38
C5 -0.0744 -0.9439 2.1093  -0.12
C6 1.0090 1.9373 -1.5448  -0.24
P1 -0.8206 -0.1162 -2.4384  0.88
H1 -1.8069 -2.3193 0.4371  0.10
H2 -2.1705 -1.8836 -1.9549  -0.02
H3 0.2992 0.0574 -0.0267  0.09
H4 -0.1946 0.0100 2.6943  0.08
H5 0.9495 -1.4430 2.3786  0.11
H6 -0.8027 -1.6992 2.4633  0.07
H7 0.4560 2.4391 -2.4872  0.10
H8 2.1615 1.9292 -1.5713  0.07
H9 0.6228 2.3599 -0.6290  0.05

The LUMO energy (alpha / beta) comes out at -0.039 / -0.032 Eh. The HOMO energy (alpha / beta) comes out at -0.2828 / -0.2804 Ha. As for the calculated total energy: -15650.61885 eV. Its gap between HOMO and LUMO (alpha / beta) is 0.244 / 0.248 Eh. The largest force on an atom is 3.5 eV Å⁻¹. As for the SMILES: CC#P=C/C=C/C. The value obtained for the energy relative to the best compared isomer or geometry (same formula, charge and spin) is 494.8 kJ/mol.